<w>
ORCA calculation (ωB97M-V/def2-TZVPD) on a single C5H10OS2 molecule.

CARTESIAN COORDINATES (ANGSTROEM)
H 3.79 1.83 1.37
H -1.29 0.15 0.21
H 2.81 2.64 0.13
H -1.56 -2.17 -1.59
C -1.22 -0.18 -0.82
O -2.77 -1.47 1.20
H 1.74 1.22 2.18
S 0.54 -0.41 -1.18
S 1.41 -0.62 0.67
H -3.32 -2.92 -0.04
C 1.75 1.10 1.10
C 3.09 1.68 0.56
H 3.45 1.11 -0.29
H -1.54 0.71 -1.34
H -2.90 -1.07 -1.84
H 0.94 1.71 0.71
C -2.13 -1.36 -1.12
C -2.78 -1.96 0.10

Multiplicity: 1
Highest occupied orbital energy, eV: -8.9
Frontier orbital gap, Eh: 0.3538


<x>
ORCA calculation (ωB97M-V/def2-TZVPD) on a single C5H10OS2 molecule.

CARTESIAN COORDINATES (ANGSTROEM)
C -2.56 -1.01 -0.34
H 0.33 2.97 0.34
H 2.53 -1.56 -0.88
H 0.06 1.76 1.68
H 0.80 0.10 -1.37
H 3.02 -0.88 0.62
H -2.33 -1.14 -1.39
H -3.53 -0.48 -0.30
O 1.41 1.28 0.18
H 3.43 -0.01 -0.75
C -1.52 -0.30 0.48
S 0.10 -1.17 0.55
C 2.65 -0.64 -0.35
H -1.87 -0.21 1.51
H -2.70 -2.02 0.08
C 1.29 -0.01 -0.39
C 0.25 1.92 0.60
S -1.33 1.39 -0.28

Multiplicity: 1
Highest occupied orbital energy, eV: -8.8
Frontier orbital gap, Eh: 0.3537


<y>
ORCA calculation (ωB97M-V/def2-TZVPD) on a single C5H10OS2 molecule.

CARTESIAN COORDINATES (ANGSTROEM)
H 2.25 0.04 -1.66
O -0.83 0.75 2.03
H 0.70 -0.64 1.86
H 0.08 -2.19 -1.44
C 0.01 -2.06 -0.36
C 0.19 1.90 -0.52
S 2.33 0.07 -0.33
H -1.65 0.83 1.55
H -2.71 -1.21 -0.06
H -0.76 2.19 -0.06
H -0.76 -2.74 0.01
H 0.09 1.96 -1.60
H 0.96 -2.31 0.12
S -2.03 -0.24 -0.70
C 0.61 0.51 -0.05
H 0.96 2.60 -0.20
C -0.39 -0.64 -0.05
C 0.03 -0.03 1.25

Multiplicity: 1
Highest occupied orbital energy, eV: -9.2
Frontier orbital gap, Eh: 0.3579


Which structure is most stable? <w>, by 0.176 eV over the runner-up.


<w>
ORCA calculation (ωB97M-V/def2-TZVPD) on 2 unconnected molecules or ions with the total composition C5H2O.

CARTESIAN COORDINATES (ANGSTROEM)
C -0.07 0.08 1.81
C 1.23 0.11 0.50
C 0.90 1.05 1.48
O -1.52 1.01 -1.44
C -1.40 0.42 -0.42
C -0.20 0.01 0.42
H -2.30 0.17 0.24
H 2.72 -0.92 0.27

Multiplicity: 1
Highest occupied orbital energy (spin up / spin down), eV: -9.5 / -9.5
Frontier orbital gap (spin up / spin down), Eh: 0.2898 / 0.2898


<x>
ORCA calculation (ωB97M-V/def2-TZVPD) on a single C5H2O molecule.

CARTESIAN COORDINATES (ANGSTROEM)
H 3.94 0.42 -0.66
C 1.65 0.19 -0.49
C -0.86 -0.29 0.06
C 2.88 0.39 -0.59
C 0.33 -0.10 -0.16
H -2.99 -0.67 -0.18
C -2.28 -0.19 0.48
O -2.67 0.25 1.53

Multiplicity: 1
Highest occupied orbital energy, eV: -10.1
Frontier orbital gap, Eh: 0.3457


Which structure is most stable? <x>, by 6.316 eV over the runner-up.


<w>
ORCA calculation (ωB97M-V/def2-TZVPD) on 2 unconnected molecules or ions with the total composition C5H9Cl2NSi.

CARTESIAN COORDINATES (ANGSTROEM)
C -2.45 -2.00 -1.12
C 2.11 -0.68 1.75
H 2.75 -1.45 1.88
H 0.10 -1.63 -0.07
H 2.52 0.37 1.84
Cl -3.99 -0.18 1.04
H -3.32 2.30 0.20
N -2.82 -3.09 -1.31
C -2.15 -0.67 -0.94
H 2.32 -1.36 -1.04
H -2.14 2.11 -1.11
C -2.41 1.74 -0.09
Si 1.39 -0.85 -0.03
H 1.34 -0.93 2.47
H -1.30 -0.22 -1.62
Cl 0.98 1.01 -0.68
H -1.66 1.91 0.53
C -2.78 0.26 -0.20

Multiplicity: 3
Highest occupied orbital energy (spin up / spin down), eV: -6.4 / -11.1
Expectation value of S²: 2.020
Frontier orbital gap (spin up / spin down), Eh: 0.2588 / 0.2925


<x>
ORCA calculation (ωB97M-V/def2-TZVPD) on 2 unconnected molecules or ions with the total composition C5H9Cl2NSi.

CARTESIAN COORDINATES (ANGSTROEM)
C 0.73 0.60 -1.67
H -1.75 2.90 -0.66
C -0.23 -0.22 2.03
H 0.03 -3.86 1.50
H 0.49 0.86 3.56
H 0.90 -0.12 -0.94
H 0.54 0.07 -2.65
H -1.35 0.65 -1.58
C -0.69 -1.14 1.23
C -0.55 1.34 -1.34
Cl 2.28 -2.07 0.93
H 0.00 3.28 -0.71
H 1.55 1.31 -1.66
H -1.72 -1.21 0.89
Si 0.44 -2.61 0.67
C -0.81 2.58 -0.96
Cl -0.22 -3.07 -1.19
N 0.36 0.71 2.55

Multiplicity: 3
Highest occupied orbital energy (spin up / spin down), eV: -4.9 / -9.6
Expectation value of S²: 2.016
Frontier orbital gap (spin up / spin down), Eh: 0.2033 / 0.2556


Which structure is most stable? <x>, by 0.166 eV over the runner-up.


<w>
ORCA calculation (ωB97M-V/def2-TZVPD) on a single C3H5I molecule.

CARTESIAN COORDINATES (ANGSTROEM)
H -1.11 -0.10 1.07
H 1.12 -1.43 0.06
C 1.84 0.44 -0.06
C -0.69 -0.11 0.01
H -0.86 0.77 -0.45
H -1.12 -0.98 -0.68
H 1.81 1.48 -0.42
I 3.88 -0.02 0.00
C 0.82 -0.41 0.07

Multiplicity: 1
Highest occupied orbital energy, eV: -8.9
Frontier orbital gap, Eh: 0.3492


<x>
ORCA calculation (ωB97M-V/def2-TZVPD) on a single C3H5I molecule.

CARTESIAN COORDINATES (ANGSTROEM)
H -0.67 -1.60 0.65
I 0.49 -0.42 2.99
H -0.39 1.44 0.81
C -0.55 0.63 0.18
C 0.11 -0.85 0.91
H 1.76 0.44 0.00
H -1.62 0.33 -0.16
H 0.86 -0.74 -1.14
C 0.75 -0.12 -0.16

Multiplicity: 1
Highest occupied orbital energy, eV: -8.6
Frontier orbital gap, Eh: 0.3328


Which structure is most stable? <w>, by 1.124 eV over the runner-up.


<w>
ORCA calculation (ωB97M-V/def2-TZVPD) on 2 unconnected molecules or ions with the total composition C6H7NOS.

CARTESIAN COORDINATES (ANGSTROEM)
H -3.13 0.61 0.45
H -3.65 -0.83 -0.49
N 2.28 0.80 0.50
C 2.29 -0.48 0.34
H 3.60 2.42 0.48
H 5.53 0.74 -0.25
C 1.36 -1.46 0.14
C 3.50 1.36 0.32
H -3.73 -0.85 1.30
C -3.18 -0.49 0.43
H 1.25 -2.35 0.73
C -0.82 -0.43 0.23
H -0.88 0.61 -0.12
C 4.50 0.52 -0.03
S 3.95 -1.12 -0.10
O -1.86 -1.06 0.52

Multiplicity: 1
Highest occupied orbital energy (spin up / spin down), eV: -6.6 / -6.6
Frontier orbital gap (spin up / spin down), Eh: 0.2386 / 0.2386


<x>
ORCA calculation (ωB97M-V/def2-TZVPD) on 2 unconnected molecules or ions with the total composition C6H7NOS.

CARTESIAN COORDINATES (ANGSTROEM)
H 0.84 1.23 -3.08
O -0.18 -1.87 -0.32
H -2.82 -1.18 2.15
C 0.66 1.16 -0.91
H -1.82 -1.82 3.52
N -1.03 2.67 0.30
C -0.21 -0.95 0.40
S -0.74 -0.32 1.80
H 0.83 -0.40 -2.17
H 2.71 1.87 -1.30
C -0.24 2.04 -0.27
H 2.66 0.18 -0.81
C -1.93 -1.62 2.36
H -1.74 -2.51 1.70
C 2.06 0.96 -1.19
C 0.96 0.58 -2.17

Multiplicity: 1
Highest occupied orbital energy (spin up / spin down), eV: -8.2 / -7.7
Frontier orbital gap (spin up / spin down), Eh: 0.2986 / 0.2647


Which structure is most stable? <x>, by 2.161 eV over the runner-up.